Molecular formula: C35H33HfO2SbTe
Method: DFT, ωB97M-V with the def2-TZVPD basis set

The geometry in XYZ format:
```
73
Properties=species:S:1:pos:R:3:forces:R:3:lowdin_charge:R:1
Hf -0.424996 0.452050 0.556491 0.0305 -0.1504 -0.6267 1.2997
C -1.607039 4.353207 1.927778 -0.1378 -0.0099 0.1138 0.0303
C -1.864078 3.026533 1.307190 0.1576 -0.1448 0.0372 -0.2814
O -0.966167 2.136070 1.548973 -0.2440 0.1532 0.2274 -0.1383
C -3.007885 2.736046 0.510175 -0.0057 0.2918 0.1177 -0.0906
C -4.079904 3.665073 0.506106 -0.0301 0.0148 -0.0196 0.0130
C -5.234988 3.405428 -0.179084 0.0497 -0.0587 -0.0079 -0.0296
C -5.345807 2.208321 -0.899032 -0.0634 -0.0042 -0.0393 0.0043
C -4.318046 1.284151 -0.934805 -0.1562 0.1025 -0.0550 0.0293
C -3.150053 1.538851 -0.238274 0.2990 -0.2530 0.0604 -0.2633
O -2.155371 0.638006 -0.312040 -0.2632 0.3097 0.3136 -0.2748
H -0.562947 4.417387 2.221646 0.0095 0.0002 -0.0225 0.1018
H -2.209668 4.444238 2.837898 -0.0088 0.0101 -0.0291 0.1273
H -1.876077 5.173017 1.266188 0.0031 0.0153 0.0085 0.1055
H -3.994921 4.578957 1.077314 -0.0001 -0.0084 -0.0116 0.1243
H -6.051150 4.112802 -0.160580 -0.0153 -0.0202 -0.0181 0.1252
H -6.258510 2.002031 -1.443730 0.0099 -0.0100 0.0039 0.1303
H -4.399237 0.362666 -1.494228 -0.0172 0.0040 -0.0007 0.1363
C 1.861041 -2.204095 7.206895 -0.0391 0.0207 -0.0182 -0.0307
C 1.269570 -2.138711 5.825596 0.0379 -0.0125 0.0813 -0.2408
C 1.743199 -1.230895 4.887795 -0.0087 0.0077 -0.0307 -0.0003
C 1.222033 -1.186656 3.599754 0.0441 -0.0565 0.1732 -0.3229
C 1.779316 -0.193913 2.629461 -0.0495 0.1528 -0.0988 -0.1124
C 0.199385 -2.069041 3.250978 0.0154 -0.0504 0.1204 -0.5080
Te -0.589466 -2.142341 1.297275 -0.1141 -0.2899 -0.0299 1.0204
C -0.308332 -2.994240 4.170137 0.0873 0.0298 0.0952 -0.3146
C -1.404612 -3.971869 3.837176 0.0220 0.0056 0.0279 -0.0959
C 0.248254 -3.000947 5.445267 -0.0755 -0.0611 0.0120 0.0104
H 2.372964 -1.278203 7.464016 0.0134 -0.0063 -0.0131 0.0816
H 2.585626 -3.017379 7.274689 0.0023 -0.0005 -0.0167 0.0952
H 1.094294 -2.388045 7.958469 -0.0159 -0.0117 -0.0223 0.0877
H 2.536953 -0.546581 5.166503 -0.0078 -0.0012 -0.0171 0.1243
H 2.624427 0.365533 3.029256 0.0483 -0.0978 0.0435 0.1033
H 1.044879 0.618544 2.432235 -0.1855 0.1641 0.0004 0.0329
H 2.080914 -0.660907 1.689203 0.0335 -0.0222 -0.0013 0.0544
H -2.294836 -3.470140 3.453861 0.0076 0.0252 0.0032 0.0633
H -1.695146 -4.532213 4.723452 0.0104 0.0124 -0.0025 0.0855
H -1.086292 -4.696853 3.084255 0.0310 0.0370 -0.0115 0.0778
H -0.138325 -3.712360 6.167091 0.0290 0.0257 0.0074 0.1303
C 4.340971 -3.355062 -2.384608 0.0154 -0.0006 -0.0102 -0.0545
C 4.251250 -2.064776 -2.897162 -0.0497 -0.0163 0.0135 -0.0617
C 3.033842 -1.400395 -2.894300 0.0380 -0.0615 -0.0173 -0.1270
C 1.900700 -2.025009 -2.370523 0.3132 -0.1495 -0.0030 -0.4249
C 1.998176 -3.317973 -1.858865 0.0974 -0.0267 0.0454 -0.1496
C 3.218201 -3.983239 -1.867748 -0.0223 0.0561 -0.0096 -0.0618
Sb -0.002376 -1.164984 -2.340704 -0.1539 0.1700 0.0929 1.5048
C 0.691795 0.793182 -1.551345 0.0647 0.0419 -0.2197 -0.4921
C 1.789758 0.940927 -0.678110 0.1884 -0.0678 -0.2167 -0.2063
C 2.107828 2.186159 -0.128704 0.0364 -0.0424 -0.0208 -0.0460
C 1.363578 3.311513 -0.475208 0.0375 -0.0165 0.0343 -0.0320
C 0.295099 3.194292 -1.355391 -0.0593 -0.0618 -0.0100 -0.0302
C -0.060797 1.943563 -1.859428 0.2300 0.0017 -0.0398 -0.1278
C -0.285426 -0.395762 -4.283216 -0.0670 0.0571 -0.1171 -0.4100
C 0.584731 0.501623 -4.904300 -0.0413 -0.0223 -0.0682 -0.1277
C 0.336306 0.914307 -6.205065 -0.0219 -0.0339 0.0281 -0.0608
C -0.775619 0.433966 -6.889680 0.0316 0.0118 0.0078 -0.0553
C -1.641443 -0.456686 -6.276265 0.0167 -0.0099 0.0455 -0.0644
C -1.400131 -0.870894 -4.970782 -0.0063 0.0542 -0.1069 -0.1414
H 5.289592 -3.875406 -2.396314 0.0017 0.0188 -0.0030 0.1164
H 5.126123 -1.581267 -3.311654 0.0054 -0.0169 0.0092 0.1143
H 2.979258 -0.404293 -3.319010 -0.0232 -0.0181 0.0237 0.0909
H 1.127620 -3.818998 -1.449526 -0.0082 0.0174 -0.0082 0.0815
H 3.286689 -4.988780 -1.474338 0.0094 0.0072 -0.0130 0.1154
H 2.430846 0.085125 -0.488151 -0.0190 -0.0309 0.0410 0.1121
H 2.972778 2.280437 0.515975 -0.0457 0.0087 0.0558 0.1323
H 1.635755 4.278657 -0.072716 -0.0058 0.0019 -0.0085 0.1301
H -0.264412 4.073045 -1.651842 0.0035 -0.0075 -0.0061 0.1325
H -0.896915 1.853991 -2.543355 -0.0630 0.0178 0.0549 0.1245
H 1.462473 0.880307 -4.393299 -0.0306 -0.0062 0.0225 0.0907
H 1.015639 1.602425 -6.690988 -0.0073 0.0010 0.0071 0.1144
H -0.962333 0.752711 -7.906602 0.0111 0.0058 0.0090 0.1167
H -2.502484 -0.835199 -6.810697 0.0022 0.0037 0.0023 0.1151
H -2.086073 -1.571027 -4.507432 0.0183 0.0010 0.0309 0.0911
```
Forces are in eV/Å.

Calculated values
- Frontier orbital gap: 5.77 eV
- Charge: +2
- E_tot: -2059.8083 a.u.
- Relative energy (zero: lowest compared OMol25 entry of this formula, charge and spin): 0.0 kcal per mole


Molecular formula: C35H33N2O7S4SbTeTi
Method: DFT, ωB97M-V with the def2-TZVPD basis set

The geometry in XYZ format:
```
84
Properties=species:S:1:pos:R:3:forces:R:3:lowdin_charge:R:1
Ti 2.190327 -0.763788 0.265356 -0.1222 0.0852 0.8908 0.7124
O 4.281624 -3.309288 -0.512892 0.0719 -0.2565 0.1285 -0.1573
C 4.632238 -3.045609 -1.836370 -0.2165 0.2123 -0.0791 -0.2530
C 4.528926 -1.557691 -2.211462 0.2313 -0.1935 0.2758 -0.1848
N 3.216807 -0.897466 -2.029104 -0.0774 -0.0553 0.0747 -0.1700
C 2.172543 -1.649861 -2.723644 -0.1079 -0.1330 0.2400 -0.0894
C 1.494661 -2.643245 -1.774750 0.1163 -0.1617 -0.9985 -0.5797
O 0.872760 -3.591812 -2.216990 0.0122 0.1979 0.2228 0.0679
O 1.626949 -2.335155 -0.527823 -0.3484 -1.1945 -0.4550 -0.2437
C 3.283609 0.507000 -2.465681 -0.1939 0.0813 0.1765 -0.0721
C 2.690488 1.500681 -1.450942 0.2531 0.1045 -0.5743 -0.5992
O 2.496229 2.652401 -1.800818 -0.0056 -0.0518 0.1123 0.0524
O 2.520647 1.038000 -0.265574 0.1765 1.2662 -0.2531 -0.2858
H 4.997025 -3.749017 -0.012583 -0.2726 0.4020 0.1421 -0.0188
H 3.984260 -3.639080 -2.495456 0.0534 0.0034 -0.1050 0.1107
H 5.668386 -3.341507 -2.035340 0.0035 0.0550 -0.1443 0.1205
H 4.813045 -1.495556 -3.274908 -0.0265 0.0980 -0.0010 0.1237
H 5.255026 -1.006121 -1.614924 -0.0153 0.0287 -0.0046 0.0805
H 2.542827 -2.160175 -3.618447 -0.0062 -0.0328 0.0510 0.1342
H 1.383179 -0.965876 -3.014485 -0.0883 0.1230 -0.0926 0.1003
H 2.759249 0.664483 -3.409088 0.0266 -0.0483 -0.0439 0.1308
H 4.322525 0.810616 -2.606345 0.0182 -0.0378 0.0308 0.1293
S 4.445864 -0.956395 4.742499 -0.0604 0.0502 -0.1664 -0.2597
Sb 4.266235 -1.940385 2.679485 0.3516 -0.2941 0.3724 -0.0709
S 4.470370 -0.324172 0.938391 -0.2216 -0.3926 0.4210 0.1919
S 1.988124 -2.379518 2.157235 0.6793 0.0910 0.1929 0.1674
S 5.681254 -3.720266 2.349917 -0.0440 -0.0121 -0.0994 -0.2305
C -5.016431 -0.552461 0.340417 0.1693 -0.0306 0.0208 -0.0635
C -3.546497 -0.423272 0.020931 -0.2905 -0.0013 0.1012 -0.2718
C -3.089758 -0.358673 -1.277601 0.1663 0.1311 -0.0258 -0.0032
C -1.734467 -0.241804 -1.590067 0.3406 -0.0336 0.4339 -0.0500
C -1.338526 -0.094157 -2.995048 0.0552 0.1507 -0.1448 -0.3001
O -0.312221 0.439490 -3.379825 0.0341 -0.0010 0.1062 0.0861
C -2.285925 -0.582526 -4.065348 -0.0003 -0.1659 -0.1830 -0.1502
C -2.913449 -1.823028 -4.003211 0.0200 0.0046 0.0319 -0.0325
C -3.718677 -2.252105 -5.048208 -0.0677 -0.0476 -0.0603 -0.0874
C -3.899087 -1.452321 -6.167356 0.0423 0.0108 -0.0055 -0.1081
C -3.245189 -0.230008 -6.250803 -0.0404 0.0246 -0.0207 -0.0934
C -2.437891 0.196658 -5.209173 -0.0128 0.0295 0.0727 -0.0233
C -0.751449 -0.207218 -0.525281 -0.3394 0.0249 -0.0906 -0.2355
O 0.494058 -0.181969 -0.769464 -0.3307 0.1018 -0.1400 -0.0984
C -1.249048 -0.203571 0.825639 0.0039 -0.2648 -0.3643 -0.0432
C -2.613345 -0.344155 1.046085 0.0898 -0.0113 -0.0682 0.0270
C -0.359527 0.052264 1.961737 0.0437 0.2794 0.1245 -0.2011
N 0.901927 0.289193 1.871210 -0.2146 -0.1002 -0.0599 0.0008
C 1.542049 0.786496 3.096503 0.1522 0.1475 0.3175 -0.3153
C 2.619605 1.848932 2.862237 -0.2538 0.0109 0.0758 -0.5039
Te 2.024235 3.812134 3.515395 -0.2024 -0.0176 -0.1728 1.2012
C 0.260359 3.911596 2.326713 0.2601 -0.0301 0.0997 -0.5567
C -0.913684 4.454609 2.841415 0.0792 0.0427 0.0227 -0.1871
C -2.067426 4.486045 2.069433 -0.0441 0.0393 -0.0025 -0.1293
C -2.059882 3.965873 0.781435 -0.0237 -0.0014 0.0415 -0.1023
C -0.887945 3.429666 0.265307 -0.0199 -0.0753 -0.0635 -0.0664
C 0.272914 3.411493 1.027344 0.0308 -0.0046 -0.0119 -0.1143
C -1.023934 0.061474 3.311561 -0.2106 0.0257 0.0542 -0.2045
C -0.848630 -1.040169 4.142872 -0.0310 0.0028 -0.0535 -0.0135
C -1.468302 -1.079247 5.383184 -0.0268 0.0048 0.0447 -0.0709
C -2.259422 -0.020395 5.805204 -0.0160 -0.0178 0.0205 -0.1022
C -2.433611 1.079830 4.977600 -0.0004 0.0482 0.0032 -0.0809
C -1.820175 1.121100 3.734736 -0.0242 0.0150 -0.0677 -0.0367
H -5.622470 -0.368232 -0.547341 -0.0383 -0.0154 0.0127 0.0665
H -5.310721 0.161827 1.112389 -0.0503 -0.0012 -0.0168 0.0709
H -5.250238 -1.553245 0.713821 -0.0660 0.0111 -0.0210 0.0734
H -3.812903 -0.359648 -2.084006 -0.0090 -0.0288 -0.0182 0.1136
H -2.750203 -2.464554 -3.146540 -0.0133 0.0394 0.0507 0.1257
H -4.208066 -3.216958 -4.993816 0.0401 -0.0120 0.0246 0.0974
H -4.533466 -1.785598 -6.979878 0.0036 -0.0127 0.0047 0.0916
H -3.361411 0.388020 -7.133070 -0.0101 0.0101 0.0128 0.0944
H -1.906544 1.138109 -5.265356 0.0117 -0.0055 0.0023 0.1160
H -2.983536 -0.369794 2.061713 0.0239 -0.0224 0.0411 0.1184
H 1.981832 -0.048759 3.648396 0.1426 -0.0944 -0.1629 0.0337
H 0.774383 1.196315 3.753414 0.1560 0.0175 -0.0279 0.0808
H 2.921294 1.917817 1.827109 0.0646 0.0148 -0.1083 -0.0024
H 3.492490 1.617654 3.471125 0.0797 -0.0079 -0.0380 0.0040
H -0.929112 4.843031 3.853419 -0.0246 -0.0450 0.0192 0.0833
H -2.980979 4.894760 2.487492 0.0111 0.0263 -0.0204 0.0921
H -2.965250 3.975947 0.185973 0.0136 -0.0245 -0.0006 0.0941
H -0.866692 3.016546 -0.736533 0.0307 -0.0021 0.0027 0.1121
H 1.180066 3.005294 0.595278 -0.0256 -0.0525 -0.0248 0.0863
H -0.214379 -1.856264 3.820338 0.0823 0.0062 -0.0398 0.0783
H -1.322692 -1.938752 6.025634 0.0160 0.0028 -0.0054 0.1010
H -2.735833 -0.047072 6.778149 0.0067 -0.0167 -0.0046 0.0911
H -3.049631 1.910502 5.301642 0.0236 0.0161 -0.0094 0.0968
H -1.951763 1.982084 3.089819 0.0056 -0.0291 -0.0230 0.1043
```
Forces are in eV/Å.

Calculated values
- Frontier orbital gap: 6.01 eV
- Charge: -2
- E_tot: -4940.5349 a.u.
- Relative energy (zero: lowest compared OMol25 entry of this formula, charge and spin): 2.5 kcal per mole


Molecular formula: C35H33NO5
Method: DFT, ωB97M-V with the def2-TZVPD basis set

The geometry in XYZ format:
```
74
Properties=species:S:1:pos:R:3:forces:R:3:lowdin_charge:R:1
C 5.291566 3.457433 3.272037 -0.2067 -0.0600 -0.2230 -0.0657
N 3.871486 3.275861 3.488870 0.5710 0.3479 0.7063 -0.2247
C 3.265296 4.139641 4.482645 -0.2572 -0.0604 -0.3966 -0.0706
C 3.122752 2.382846 2.749613 -0.4690 -0.8251 -0.6587 -0.2434
C 3.611348 1.080806 2.474854 -0.2015 0.3981 0.3110 -0.0153
C 2.784309 0.121967 1.910244 -0.3660 0.2804 -0.4366 -0.0568
C 1.510175 0.450993 1.412231 0.2357 0.2336 0.5095 -0.2133
C 0.554560 -0.667251 1.045617 -0.7496 -0.1923 -0.0604 -0.0234
C 0.037747 -0.876748 -0.438729 2.6283 0.2747 0.5466 -0.1502
C 0.375460 0.365508 -1.265820 -0.1303 1.3213 -0.2396 -0.3863
O -0.194110 1.427949 -1.094212 0.9351 -1.4082 -0.1222 0.1317
O 1.271132 0.265485 -2.281458 0.0035 0.0404 0.3255 0.1031
C 2.077562 -0.925542 -2.424316 -0.8983 -0.0475 -0.0508 -0.5083
C 2.534616 -1.008052 -3.858662 -0.0295 -0.0364 0.1783 0.0332
C 3.194108 -0.876139 -1.411163 0.1661 -0.0849 0.0959 0.0444
O 1.221638 -2.073984 -2.227091 0.7602 0.3252 0.5618 0.0806
C 0.762518 -2.126702 -0.939714 1.0902 -1.5930 0.5534 -0.3943
O 0.925522 -3.130635 -0.274050 -0.2676 1.4808 -1.0857 0.1636
C 1.072357 1.784181 1.562308 0.1833 -0.4582 0.2573 -0.0190
C 1.832209 2.711236 2.269311 0.5198 -0.1569 -0.0416 -0.0037
H 5.747546 2.514126 2.954932 0.0983 0.3065 0.0953 0.0709
H 5.482339 4.222573 2.498615 0.1013 -0.1849 0.1298 0.0898
H 5.745702 3.799970 4.208975 0.1020 -0.2214 -0.2545 0.0800
H 2.585592 3.565563 5.125966 0.0520 0.1313 -0.1149 0.0933
H 4.066766 4.557365 5.102488 -0.3045 -0.0295 -0.1010 0.0785
H 2.701212 4.964506 4.025996 0.0505 0.0698 0.2128 0.0778
H 4.613146 0.805926 2.799491 -0.2675 -0.0190 0.0368 0.1007
H 3.112332 -0.919634 1.861747 0.0220 0.3047 -0.0247 0.1195
H 0.953165 -1.641641 1.350302 0.0536 0.3483 0.0156 0.1256
H -0.317103 -0.503217 1.667936 0.1360 0.0100 -0.0606 0.0912
H 1.663354 -1.238387 -4.476089 0.1608 0.1504 -0.0614 0.0940
H 2.991881 -0.058480 -4.150002 -0.0779 -0.1935 -0.0371 0.1032
H 3.263504 -1.822924 -3.934240 -0.1407 0.2096 -0.0998 0.1018
H 2.789623 -0.797475 -0.392797 0.2772 0.0322 -0.3750 0.0676
H 3.792717 -1.788350 -1.489670 -0.0407 0.1315 0.0538 0.1124
H 3.822837 0.000908 -1.616144 -0.1764 -0.2388 0.1356 0.1164
H 0.108080 2.076840 1.151319 0.1465 -0.0800 0.1956 0.1108
H 1.456322 3.720886 2.425913 0.0193 -0.2215 -0.0431 0.1064
C -4.796109 3.978427 1.713066 0.2643 -0.6837 0.2866 -0.0630
O -4.222483 2.779028 2.278249 -0.3507 0.3581 -0.3367 -0.0977
C -3.754674 1.785848 1.474009 0.5761 -0.1379 -0.6953 -0.2720
C -3.112370 0.719629 2.128206 -0.5093 0.5317 -0.2303 0.0123
C -2.451175 -0.238098 1.389366 0.1541 0.1542 0.1704 -0.0552
C -2.337442 -0.161716 -0.006772 -0.7176 -0.4087 -0.0667 -0.1209
C -1.423480 -1.158214 -0.724669 -2.3952 -0.1979 -0.4212 -0.1641
C -1.494960 -1.155818 -2.288820 -0.9873 -0.7674 0.1884 -0.0851
C -1.597077 -2.479843 -2.750579 -0.3871 0.3907 -0.2429 -0.1199
C -1.638578 -2.798023 -4.103228 0.1529 0.2145 0.2515 -0.0059
C -1.596650 -1.754289 -5.028441 -0.0700 0.2372 -0.0158 -0.0746
C -1.602069 -0.426853 -4.580100 0.0767 -0.0716 0.3171 -0.0546
C -1.535498 -0.122951 -3.205938 -0.1459 0.1102 -0.6270 -0.0325
C -1.791699 -3.376288 -1.618036 0.0613 -0.1292 0.3690 -0.1265
C -1.810533 -2.636884 -0.416203 -0.3534 -0.2503 -0.5682 -0.0667
C -2.168144 -3.303717 0.748701 0.4243 -0.4373 0.0108 -0.0027
C -2.245738 -4.712692 0.732104 -0.2144 0.3460 -0.2183 -0.0633
C -2.137951 -5.437673 -0.459201 0.0552 0.2341 -0.0113 -0.0698
C -1.970386 -4.751293 -1.665487 0.1076 0.1773 0.4308 -0.0050
C -3.151449 0.770339 -0.655897 0.2464 0.0137 0.3188 -0.0073
C -3.809485 1.770672 0.062808 -0.3084 0.1041 0.7500 0.0032
H -4.992056 4.590988 2.594440 -0.0597 0.0485 -0.2651 0.0886
H -4.093097 4.498847 1.045806 -0.1373 -0.2511 0.1354 0.0952
H -5.738375 3.762426 1.190656 0.2433 0.0325 0.0652 0.0924
H -3.133874 0.675609 3.212682 -0.0080 0.0228 -0.1301 0.1220
H -1.985285 -1.043490 1.954530 -0.1495 0.3893 -0.2868 0.0919
H -1.726627 -3.846256 -4.391480 0.0852 0.3462 -0.1560 0.1107
H -1.589126 -1.964149 -6.101790 -0.1227 0.0673 0.3777 0.1042
H -1.689473 0.403662 -5.285463 0.1737 -0.3599 0.1464 0.1062
H -1.543626 0.916012 -2.882584 0.1308 -0.2784 -0.2085 0.1126
H -2.361704 -2.785522 1.684516 0.2279 -0.2727 -0.2324 0.0969
H -2.415807 -5.230922 1.675734 -0.0284 0.0825 -0.2737 0.1023
H -2.190743 -6.526835 -0.453265 -0.0615 0.3025 0.0548 0.1032
H -1.942241 -5.245650 -2.633936 -0.0223 -0.1330 0.2890 0.1092
H -3.277639 0.727915 -1.734881 0.1705 0.1803 0.2882 0.1083
H -4.373643 2.540365 -0.465355 0.1492 -0.2498 0.1025 0.1064
```
Forces are in eV/Å.

Calculated values
- Structure (SMILES): COc1ccc(C2(C3(Cc4ccc(N(C)C)cc4)C(=O)OC(C)(C)OC3=O)c3ccccc3-c3ccccc32)cc1
- Frontier orbital gap: 8.04 eV
- Charge: 0
- E_tot: -1784.4522 a.u.
- Relative energy (zero: lowest compared OMol25 entry of this formula, charge and spin): 0.0 kcal per mole


- Which of these has the lowest charge?
  C35H33N2O7S4SbTeTi